C17H23BN2O3SW | ωB97M-V with the def2-TZVPD basis set

The net charge is -1. Its frontier orbital gap (spin up / spin down) is 6.116 / 5.733 eV. The relative energy (zero: lowest compared OMol25 entry of this formula, charge and spin) comes out at 11.94 kcal/mol. The electronic energy is -40463.607 eV. Its spin multiplicity is 2. The calculation puts the molar mass at 530.1 g mol⁻¹.

Last column: Mulliken spin population.
Cartesian coordinates (Å):
W 0.0855 0.1277 -0.1796  1.060
C 0.0526 -1.9017 0.9498  0.075
C 1.0063 -0.9932 1.5214  -0.035
C 2.1104 -0.8698 0.5929  -0.104
C 1.8997 -1.8329 -0.4310  0.111
C 0.6643 -2.4667 -0.2105  -0.054
C 0.0422 -3.5571 -1.0164  0.005
C 2.9141 -2.1258 -1.4881  -0.007
C 3.3987 -0.1659 0.8863  -0.006
C 1.0481 -0.5726 2.9631  0.002
C -1.1871 -2.4136 1.6181  -0.053
H -0.9911 -3.3131 -1.2592  0.000
H 0.0472 -4.4924 -0.4484  -0.002
H 0.5786 -3.7279 -1.9499  0.000
H 3.2152 -1.2118 -1.9968  0.003
H 2.5323 -2.8078 -2.2454  -0.002
H 3.8011 -2.5773 -1.0316  0.001
H 3.8680 0.1957 -0.0293  -0.001
H 4.1146 -0.8248 1.3932  -0.001
H 3.2262 0.6977 1.5289  0.000
H 1.1149 0.5047 3.1034  -0.005
H 1.9182 -1.0228 3.4511  0.001
H 0.1612 -0.9242 3.4919  0.000
H -1.9567 -2.6420 0.8787  -0.001
H -1.6020 -1.6631 2.2911  0.007
H -0.9968 -3.3234 2.1996  0.001
O -1.9000 0.6879 0.0964  0.021
N -2.5343 1.5375 -0.7138  0.012
C -3.8728 1.6371 -0.5493  -0.001
C -4.6196 2.4746 -1.3242  0.001
C -3.9635 3.2421 -2.2994  0.003
C -2.6092 3.1244 -2.4506  0.001
C -1.8484 2.2379 -1.6586  0.003
S -0.1735 2.0235 -1.8105  -0.014
H -4.2591 1.0038 0.2343  0.001
H -5.6869 2.5327 -1.1720  0.000
H -4.5237 3.9208 -2.9290  0.000
H -2.0695 3.6983 -3.1903  0.000
B 1.4421 3.7330 2.7169  0.001
C 0.9894 2.5697 1.7543  0.024
N 0.6847 1.7023 1.0536  -0.045
H 1.6594 3.2298 3.8017  0.001
H 0.5245 4.5245 2.7781  0.000
H 2.4400 4.2399 2.2513  0.001
O 0.9788 -0.6163 -2.8417  0.021
C -0.1686 -1.0547 -2.8128  -0.018
O -0.9588 -0.9957 -1.8085  -0.006
H -0.5963 -1.5492 -3.7090  0.002

Forces on the atoms, in the same order (eV/Å):
0.4 -2.5 -0.9
0.1 0.0 0.3
-0.1 0.2 0.2
0.0 0.2 0.4
-0.1 0.6 0.0
-0.2 0.5 0.0
0.1 0.0 -0.1
0.0 0.0 0.0
0.0 0.0 0.0
0.0 0.0 0.0
0.0 0.0 -0.1
0.0 0.0 0.0
0.0 0.0 0.0
0.0 0.0 0.0
0.0 0.0 0.0
0.0 0.0 0.0
0.0 0.0 0.0
0.0 0.0 0.0
0.0 0.0 0.0
0.0 0.0 0.0
0.0 0.0 0.0
0.0 0.0 0.0
0.0 0.0 0.0
0.0 0.0 0.0
0.0 0.0 0.0
0.0 0.0 0.0
0.0 0.1 0.1
0.0 0.2 0.0
0.1 0.0 0.0
0.0 0.0 0.0
0.1 0.0 0.0
-0.1 0.0 0.0
0.0 0.0 0.1
0.1 -0.1 0.0
0.0 0.0 0.0
0.0 0.0 0.0
0.0 0.0 0.0
0.0 0.0 0.0
0.0 0.0 0.0
0.0 -0.1 -0.1
-0.1 0.3 0.2
0.0 0.0 0.0
0.0 0.0 0.0
0.0 0.0 0.0
-0.2 -0.2 -0.4
0.0 0.2 -0.2
0.1 0.5 0.2
0.0 0.0 0.0


C17H23Br2N5RuS4 | ωB97M-V with the def2-TZVPD basis set

The net charge is +3. Its frontier orbital gap (spin up / spin down) is 8.613 / 6.267 eV. The electronic energy is -211434.391 eV. Its spin multiplicity is 6. The calculation puts the molar mass at 686.6 g mol⁻¹.

Last column: Mulliken spin population.
Cartesian coordinates (Å):
Ru -0.0296 -10.3560 12.7530  3.833
C -0.5358 -9.7394 9.3337  0.000
C 0.3926 -8.5682 9.5146  0.002
S 1.3521 -8.6791 11.0096  0.172
C 1.1908 -7.0364 11.7393  -0.003
C -0.2197 -6.5705 11.9510  -0.002
S -1.1409 -7.7000 13.0245  0.187
C -2.7338 -7.7924 12.1390  0.003
C -2.6108 -8.4270 10.7557  0.000
S -1.6710 -10.0125 10.7159  0.164
H -0.0290 -10.6783 9.1790  -0.004
H -1.1772 -9.6290 8.4729  0.008
H -0.1862 -7.6760 9.4950  0.001
H 1.0474 -8.5428 8.6709  0.007
H 1.7516 -6.3322 11.0986  0.007
H 1.7293 -7.1194 12.7226  0.000
H -0.7695 -6.4550 11.0036  -0.004
H -0.1986 -5.6283 12.4659  0.010
H -3.1637 -6.7879 12.0138  0.006
H -3.4318 -8.3186 12.7926  -0.001
H -2.0812 -7.7831 10.1050  -0.002
H -3.5737 -8.6996 10.3795  0.005
Br 2.9340 -8.9878 18.8176  0.001
C 2.1412 -9.1818 17.1630  0.000
C 2.8349 -8.9750 15.9599  0.005
C 2.2054 -9.1621 14.7574  -0.016
N 0.9114 -9.4808 14.6706  0.093
C 0.2123 -9.6669 15.8266  -0.014
C 0.8014 -9.5755 17.0498  0.002
C -1.2400 -10.0579 15.6339  0.046
C -2.1705 -10.0842 16.6349  0.000
C -3.4315 -10.5638 16.3648  0.007
Br -4.6739 -10.5486 17.7178  0.003
C -3.8003 -10.9269 15.0704  0.007
C -2.8346 -10.8153 14.1221  -0.006
N -1.5781 -10.4473 14.3979  0.135
H 3.8494 -8.6521 15.9931  0.001
H 2.7740 -9.1015 13.8447  0.007
H 0.2349 -9.7886 17.9210  0.001
H -1.9012 -9.7209 17.6391  0.001
H -4.7765 -11.3159 14.8169  0.001
H -3.0656 -11.0935 13.0957  -0.009
N -0.5623 -12.6888 11.9077  0.087
N 0.4713 -13.6425 11.9265  0.000
C 1.7137 -13.3267 12.3383  -0.005
N 2.6714 -14.1741 12.1276  0.021
S 2.0199 -11.8222 13.1051  0.257
H -1.2768 -13.0500 12.5205  -0.007
H -0.9216 -12.6712 10.9492  -0.006
H 0.3442 -14.4480 11.3620  0.001
H 2.4698 -15.0858 11.7945  -0.002
H 3.6299 -13.9609 12.3696  0.001

Forces on the atoms, in the same order (eV/Å):
0.2 0.4 -0.1
-0.5 -0.3 0.2
-0.4 -0.6 -0.1
0.6 -0.4 0.7
1.0 0.1 0.5
-0.5 -0.3 -0.4
-0.5 -0.1 0.1
0.1 0.0 -0.1
0.3 -0.9 1.2
-0.4 0.0 0.3
0.4 -0.4 0.1
-0.1 0.3 -0.4
-0.2 0.9 0.1
0.6 0.1 -0.5
-0.2 -0.3 0.3
-0.4 0.2 -0.9
0.3 0.1 0.4
0.0 0.6 0.1
0.3 -0.1 0.1
0.2 -0.1 0.0
0.2 0.7 -0.9
-0.6 0.2 -0.4
0.1 0.0 0.0
-0.3 -0.2 -1.0
-0.1 0.2 1.1
-0.3 -0.1 0.3
-0.3 -0.2 0.4
-0.7 -0.2 -1.6
0.6 0.4 0.4
1.2 -0.1 -0.3
0.7 0.5 1.1
-0.9 0.3 0.1
-0.4 -0.2 0.4
-0.1 -0.2 0.4
0.2 -0.5 -0.5
0.4 0.1 -0.8
0.6 0.1 -0.1
0.1 0.2 -0.3
-0.3 -0.1 0.7
-0.3 -0.3 -0.6
-0.1 0.2 0.1
0.1 0.1 0.0
0.4 -0.2 -0.3
0.5 0.6 0.4
-0.9 1.3 -0.1
0.8 -0.1 0.3
-0.1 0.1 0.0
-0.6 0.0 0.1
-0.2 0.1 0.3
-0.2 -0.8 -0.5
0.0 -0.9 -0.4
-0.1 0.0 0.1


C17H23Br33O5S2 | ωB97M-V with the def2-TZVPD basis set

Its frontier orbital gap is 8.677 eV. The electronic energy is -2361305.335 eV. The calculation puts the molar mass at 3008.3 g mol⁻¹.

Last column: Löwdin charge in e.
Cartesian coordinates (Å):
C -4.6124 4.2215 -4.4648  -0.165
C -3.0988 3.9254 -4.9031  -0.498
S -2.5877 2.1343 -4.7246  0.783
C -3.2086 1.6164 -3.0583  -0.563
O -2.2151 0.9674 -2.2252  -0.397
S -2.9363 0.5098 -0.7434  0.992
O -1.7401 0.3176 0.1696  -0.460
O -3.7943 1.8059 -0.1063  -0.369
C -2.9441 2.9689 0.1173  -0.231
C -3.7633 4.3597 0.1675  -0.039
C -3.2218 5.3012 1.3703  -0.520
O -3.7654 5.2955 2.4831  0.031
O -2.1218 6.1699 1.1778  -0.025
H -4.5842 5.0631 -3.6792  0.077
H -5.2950 4.5225 -5.3399  0.087
H -5.1354 3.3354 -3.9674  0.012
H -2.4172 4.5137 -4.1840  0.071
H -2.8629 4.3215 -5.9413  0.083
H -4.1543 0.9915 -3.2331  0.080
H -3.5567 2.5767 -2.5271  0.077
H -2.2054 3.0675 -0.7591  0.133
H -2.4029 2.8494 1.1197  0.048
H -4.8748 4.1951 0.3867  0.092
H -3.6640 4.9830 -0.7800  0.113
H -1.9204 6.2932 0.2263  0.116
C 0.1995 -2.4778 0.0425  -1.593
Br 1.9964 -2.2881 -0.6614  0.547
Br -1.0926 -2.8147 -1.3639  0.572
Br 0.1126 -3.8214 1.4382  0.557
H -0.0675 -1.5258 0.4987  -0.051
C -5.0685 0.2006 -8.0699  -1.604
Br -6.1625 1.2790 -9.2530  0.561
Br -3.1968 0.6999 -8.1641  0.558
Br -5.7385 0.2271 -6.2503  0.532
H -5.1395 -0.8272 -8.4194  -0.028
C 5.0527 -5.4866 0.2385  -1.588
Br 3.5613 -6.2665 -0.7245  0.567
Br 6.3593 -4.7069 -0.9617  0.502
Br 4.4607 -4.2149 1.5768  0.504
H 5.5494 -6.2978 0.7673  -0.092
C 9.2342 -7.2286 0.7528  -1.598
Br 10.1189 -5.5106 0.5968  0.557
Br 7.8944 -7.2243 2.1547  0.561
Br 8.5010 -7.8181 -0.9422  0.562
H 9.9938 -7.9533 1.0409  -0.102
C -8.3156 3.2318 1.3930  -1.609
Br -8.0805 4.6751 2.6652  0.579
Br -7.7595 3.7474 -0.3914  0.525
Br -7.4370 1.6049 1.9761  0.569
H -9.3818 3.0191 1.3450  -0.035
C -0.0839 2.5220 3.4718  -1.583
Br 0.9424 2.8965 5.0722  0.537
Br -1.3318 1.0635 3.7443  0.600
Br -0.9690 4.0997 2.7774  0.795
H 0.6237 2.1966 2.7133  -0.116
C 4.4212 0.5895 3.6211  -1.574
Br 3.9343 0.6343 5.4967  0.544
Br 4.7645 -1.2147 3.0052  0.542
Br 3.1030 1.4729 2.5076  0.619
H 5.3507 1.1459 3.5204  -0.024
C 8.3551 -1.3183 -2.5888  -1.602
Br 7.8769 -1.2820 -0.7102  0.542
Br 8.6727 -3.1255 -3.2197  0.541
Br 7.0484 -0.3940 -3.6828  0.565
H 9.2937 -0.7774 -2.6883  -0.029
C 1.5480 0.7102 9.0907  -1.622
Br 0.8431 1.4560 10.7357  0.562
Br 3.3441 0.0166 9.3260  0.542
Br 0.3573 -0.6183 8.3326  0.557
H 1.6128 1.5258 8.3732  -0.044
C -9.3855 1.2008 -3.3037  -1.579
Br -10.4792 2.2736 -4.4911  0.579
Br -7.5145 1.7092 -3.3926  0.525
Br -10.0577 1.2256 -1.4843  0.561
H -9.4517 0.1723 -3.6521  -0.023
C 10.9803 -9.4472 3.9701  -1.586
Br 9.4964 -10.2402 3.0066  0.564
Br 12.2822 -8.6627 2.7652  0.586
Br 10.3762 -8.1767 5.3039  0.565
H 11.4825 -10.2527 4.5015  -0.029

Forces on the atoms, in the same order (eV/Å):
-0.3 0.3 0.1
-0.1 0.9 1.6
0.0 0.1 0.0
-1.6 1.6 0.1
-1.3 0.9 0.7
2.4 -0.8 2.4
-2.8 0.7 -2.5
1.4 0.3 -1.4
0.8 1.6 0.3
0.1 0.5 0.6
-1.7 0.0 1.9
1.8 0.0 -3.5
-1.6 -1.1 -0.7
-0.3 -1.2 -1.3
1.2 -0.4 1.3
0.9 1.1 -0.7
-1.0 -0.8 -1.2
-0.3 -1.0 1.2
1.5 0.4 0.4
0.4 -1.3 -0.8
-0.8 -0.3 1.5
-0.8 -0.1 -1.8
1.7 0.2 -0.3
-0.2 -1.1 0.9
-0.2 -0.4 0.7
0.0 0.2 0.1
-0.4 -0.1 0.1
0.2 0.0 0.2
0.0 0.2 -0.3
0.0 -0.2 -0.2
0.1 -0.1 0.0
0.2 -0.2 0.3
-0.4 -0.1 0.0
0.1 0.1 -0.3
0.0 0.3 0.1
0.1 -0.1 0.0
0.2 0.2 0.2
-0.4 -0.1 0.2
0.1 -0.4 -0.2
-0.1 0.2 -0.1
0.1 0.0 -0.1
-0.2 -0.3 0.0
0.1 0.3 -0.3
0.1 0.0 0.3
-0.2 0.2 0.0
-0.1 0.0 0.1
0.0 -0.3 -0.3
0.1 0.1 0.4
-0.1 0.3 -0.2
0.3 0.1 0.0
-0.1 -0.1 0.0
-0.3 0.1 -0.2
0.2 0.3 0.0
0.9 -0.4 0.7
-0.2 0.0 0.2
0.0 0.0 0.1
0.1 -0.1 -0.3
0.0 0.4 0.1
0.4 -0.2 0.0
-0.2 -0.1 0.0
0.1 0.1 0.0
0.1 0.0 -0.4
-0.1 0.3 0.1
0.2 -0.2 0.2
-0.2 -0.2 0.0
-0.1 0.0 -0.1
0.1 -0.2 -0.3
-0.3 0.1 0.0
0.3 0.2 0.2
0.0 -0.2 0.2
-0.1 -0.1 0.0
0.3 -0.2 0.3
-0.3 -0.1 0.0
0.0 -0.1 -0.4
0.0 0.3 0.1
0.0 -0.1 0.1
0.4 0.0 0.2
-0.3 -0.1 0.2
0.1 -0.2 -0.3
-0.1 0.2 -0.1


C17H23Cl5NO2P2Pt | ωB97M-V with the def2-TZVPD basis set

The net charge is +3. Its frontier orbital gap (spin up / spin down) is 5.351 / 4.832 eV. The electronic energy is -107992.628 eV. Its spin multiplicity is 5. The calculation puts the molar mass at 707.7 g mol⁻¹.

Last column: Mulliken spin population.
Cartesian coordinates (Å):
Pt -0.2405 0.2646 -0.2464  1.074
P -0.4709 -0.4298 -2.3966  0.011
C 1.2687 -0.6423 -2.9065  0.043
C 2.1546 0.3279 -2.1876  0.471
N 1.7233 0.8345 -1.0180  0.109
C 2.4421 1.7654 -0.3633  0.480
C 3.6722 2.1866 -0.8516  0.118
C 4.1419 1.6565 -2.0506  0.364
C 3.3676 0.7239 -2.7352  0.124
C 1.8974 2.3221 0.9164  0.039
P 0.6601 1.1789 1.6259  0.006
H 3.6565 0.3079 -3.7016  -0.007
H 4.2400 2.9041 -0.2575  -0.008
H 5.0987 1.9578 -2.4385  0.028
H 2.6924 2.5159 1.6478  0.012
H 1.3645 3.2736 0.7668  0.056
H 1.5197 -1.6891 -2.6505  0.059
H 1.3405 -0.5572 -3.9970  0.007
H 1.4488 -4.0201 1.3607  0.000
O 1.9635 -4.2979 0.5641  0.000
H 2.7419 -4.7305 0.9596  0.000
H -0.4854 -2.1494 4.0973  0.000
O 0.0629 -2.8906 4.4220  0.000
H -0.3243 -3.0860 5.2978  0.000
C 1.6323 0.1364 2.7125  0.003
H 2.1957 0.7768 3.4090  0.003
H 0.9340 -0.5050 3.2676  0.002
H 2.3256 -0.4674 2.1122  -0.007
C -0.3034 2.2245 2.7064  0.006
H -0.9729 1.5396 3.2457  -0.001
H 0.3620 2.7494 3.4118  0.001
H -0.8695 2.9478 2.1065  -0.005
C -1.1297 0.7905 -3.5339  0.001
H -0.9473 0.4596 -4.5669  0.003
H -2.2085 0.8279 -3.3327  0.001
H -0.6612 1.7659 -3.3596  -0.007
C -1.2312 -1.9672 -2.8957  0.000
H -2.3059 -1.8388 -2.7024  0.000
H -1.0493 -2.1383 -3.9710  0.002
H -0.8029 -2.7853 -2.3018  -0.006
Cl -2.5284 2.5346 -0.4578  0.047
C -3.0591 1.0458 0.2361  -0.035
C -2.1345 -0.0088 0.3755  0.311
C -2.5337 -1.2305 0.9511  -0.056
Cl -1.3833 -2.5082 1.1255  0.044
C -3.8594 -1.4005 1.3785  0.100
Cl -4.3482 -2.8756 2.0826  0.050
C -4.7813 -0.3361 1.2312  0.211
Cl -6.3812 -0.5349 1.7603  0.202
C -4.3893 0.8952 0.6581  0.095
Cl -5.5052 2.1754 0.4937  0.046

Forces on the atoms, in the same order (eV/Å):
0.3 0.2 -0.2
0.3 -0.7 -2.2
0.2 0.1 0.5
-0.3 -1.3 -2.0
-3.8 -1.2 1.6
0.5 1.5 1.8
0.8 0.0 -0.4
1.3 0.5 -0.4
0.6 0.4 -0.2
-0.1 -0.3 -0.5
1.2 1.2 1.6
0.1 0.2 0.3
0.0 -0.1 -0.3
0.1 0.1 -0.1
-0.1 0.0 -0.2
0.1 0.0 -0.2
0.2 0.2 0.1
0.1 0.0 0.2
0.6 -0.5 -0.9
-0.3 0.5 1.3
-0.3 0.1 -0.3
0.3 -0.7 0.4
-0.7 0.7 0.1
0.4 0.0 -0.5
-0.2 -0.5 -0.1
-0.2 -0.2 -0.2
0.5 0.0 0.0
-0.1 0.0 0.3
-0.4 -0.1 0.1
0.0 0.5 0.1
-0.3 -0.2 -0.2
0.0 -0.1 0.3
-0.3 0.2 0.3
-0.1 0.1 0.3
0.2 0.3 -0.3
-0.2 -0.1 -0.1
-0.3 -0.1 0.3
0.2 -0.5 -0.2
-0.1 0.1 0.4
-0.3 0.0 -0.2
0.2 -0.4 0.1
-1.3 -0.2 0.4
0.5 -0.1 -0.1
-1.2 -0.1 0.3
0.0 0.6 -0.2
1.4 -1.3 0.1
0.1 0.5 -0.3
-1.8 -0.2 0.6
1.1 0.1 -0.4
0.9 1.5 -0.8
0.4 -0.5 0.1